Entry from OMol25: C23H37N7O3PS2Ti as an isolated structure (ωB97M-V/def2-TZVPD).

```
! wB97M-V def2-TZVPD RIJCOSX def2/J DEFGRID3
* xyz 0 2
Ti -0.58 -1.01 -0.42
N -2.27 -3.85 -3.20
C -1.48 -3.28 -2.25
S -2.21 -2.87 -0.71
N -0.23 -3.11 -2.54
N 0.48 -2.50 -1.51
C 1.66 -2.94 -1.32
C 2.53 -2.48 -0.26
C 3.88 -2.84 -0.30
C 4.77 -2.42 0.66
C 4.30 -1.63 1.71
C 2.97 -1.28 1.78
C 2.05 -1.69 0.81
O 0.76 -1.36 0.91
H -3.14 -4.25 -2.88
H -1.81 -4.29 -3.97
H 2.02 -3.71 -1.99
H 4.22 -3.45 -1.13
H 5.81 -2.70 0.61
H 4.98 -1.28 2.47
H 2.62 -0.65 2.59
N 4.28 2.97 -4.26
C 3.66 1.98 -3.52
C 2.93 0.96 -4.14
C 2.28 0.03 -3.35
N 2.30 0.05 -2.02
C 2.99 1.02 -1.43
C 3.67 2.00 -2.13
H 4.52 2.72 -5.21
H 5.02 3.47 -3.79
H 2.88 0.90 -5.22
H 1.70 -0.76 -3.81
H 2.98 1.03 -0.35
H 4.21 2.78 -1.59
C -0.71 2.44 -3.16
O -0.19 1.98 -1.89
C -0.50 0.76 -1.50
O -1.28 0.04 -2.16
H -0.77 3.52 -3.09
H -1.68 2.00 -3.36
H -0.01 2.15 -3.95
C -2.87 3.07 2.03
C -1.87 2.15 1.34
P -2.48 0.50 0.82
C -3.30 -0.15 2.34
C -3.46 -1.67 2.34
C -3.87 0.98 -0.29
C -4.59 -0.16 -1.01
H -2.38 3.99 2.33
H -3.29 2.61 2.93
H -3.70 3.34 1.37
H -1.01 1.97 1.98
H -1.46 2.61 0.44
H -4.26 0.35 2.48
H -2.66 0.16 3.17
H -4.10 -2.00 1.52
H -3.91 -2.01 3.28
H -2.50 -2.17 2.22
H -3.44 1.66 -1.02
H -4.58 1.56 0.31
H -3.91 -0.70 -1.66
H -5.42 0.23 -1.60
H -5.00 -0.89 -0.30
C -0.27 -0.66 4.35
N 0.33 0.22 3.37
C 0.91 1.39 3.65
N 0.77 1.85 4.92
S 1.77 2.27 2.51
H -0.64 -1.54 3.83
H -1.11 -0.18 4.86
H 0.46 -1.00 5.10
H 0.49 -0.17 2.44
H 0.46 1.25 5.67
H 1.30 2.67 5.16
*
```

* <S²>: 0.7548
* largest force on an atom: 0.4 eV/Å
* energy relative to the best compared isomer or geometry (same formula, charge and spin): 63.18 kJ/mol
* highest occupied orbital energy (spin up / spin down): -0.270 / -0.281 hartree
* LUMO level (spin up / spin down): 0.617 / 0.539 eV
* HOMO-LUMO gap (spin up / spin down): 8.0 / 8.2 eV

Entry from OMol25: a 2-piece molecular cluster, C6H15N2 overall (ωB97M-V/def2-TZVPD).

```
! wB97M-V def2-TZVPD RIJCOSX def2/J DEFGRID3
* xyz 1 1
C 0.46 2.51 -0.10
C 0.31 1.75 1.21
C -1.64 0.51 1.92
N -0.71 0.69 1.09
H 0.88 1.87 -0.87
H -0.48 2.93 -0.44
H 1.17 3.31 0.06
H 1.24 1.25 1.47
H 0.03 2.39 2.04
H -2.33 -0.31 1.77
H -1.71 1.19 2.76
H -0.57 0.04 0.24
C 1.05 -2.75 0.41
C 0.92 -1.69 -0.37
N -0.32 -1.24 -0.90
C -0.30 -0.85 -2.32
H 0.20 -3.38 0.61
H 2.01 -3.01 0.84
H 1.77 -1.05 -0.62
H -1.02 -1.95 -0.74
H -1.33 -0.71 -2.65
H 0.21 0.10 -2.45
H 0.18 -1.60 -2.95
*
```

* largest force on an atom: 0.5 eV/Å
* energy relative to the best compared isomer or geometry (same formula, charge and spin): 186.17 kJ/mol
* highest occupied orbital energy: -0.466 hartree
* LUMO level: -4.233 eV
* HOMO-LUMO gap: 8.4 eV

Entry from OMol25: C28H33N9O3PbSSe as an isolated structure (ωB97M-V/def2-TZVPD).

```
! wB97M-V def2-TZVPD RIJCOSX def2/J DEFGRID3
* xyz 2 1
Pb -0.15 -0.52 -0.64
O 1.86 -3.75 6.13
C 0.59 -3.16 6.23
C 0.32 -2.47 4.92
C -0.81 -1.65 4.66
C -0.99 -1.23 3.32
N -0.06 -1.36 2.37
C 1.01 -2.11 2.61
C 1.21 -2.66 3.92
C 1.91 -2.41 1.52
C 2.85 -3.44 1.67
C 3.80 -3.70 0.72
C 4.57 -4.96 0.75
O 4.64 -5.51 2.05
C 3.93 -2.79 -0.36
C 2.96 -1.78 -0.44
N 1.90 -1.75 0.36
H 2.12 -4.09 6.98
H 0.54 -2.46 7.05
H -0.14 -4.00 6.40
H -1.57 -1.50 5.45
H -1.96 -0.80 3.02
H 2.11 -3.26 4.13
H 2.71 -4.02 2.55
H 5.64 -4.73 0.40
H 4.26 -5.77 0.00
H 5.58 -5.63 2.28
H 4.68 -3.00 -1.17
H 2.90 -1.14 -1.34
C 0.44 -2.96 -5.21
N 0.81 -1.59 -4.71
C 1.47 -0.71 -5.59
C 1.77 0.56 -5.18
C 1.55 0.85 -3.78
N 1.00 -0.08 -2.87
C 0.60 -1.28 -3.38
O 0.08 -2.15 -2.61
N 1.84 2.05 -3.26
H -0.37 -2.86 -5.92
H 0.16 -3.57 -4.36
H 1.31 -3.39 -5.71
H 1.66 -1.07 -6.57
H 2.17 1.32 -5.83
H 2.35 2.70 -3.87
H 1.68 2.32 -2.27
S -2.74 0.52 -1.57
C -2.55 1.43 -3.00
N -2.79 0.94 -4.22
C -2.75 1.99 -5.25
C -2.17 3.16 -4.49
N -2.33 2.76 -3.09
H -3.13 0.01 -4.35
H -3.73 2.15 -5.72
H -2.13 1.79 -6.12
H -2.70 4.04 -4.79
H -1.09 3.33 -4.79
H -1.95 3.25 -2.25
C 0.06 3.59 3.39
N -1.01 3.43 2.40
C -0.93 2.92 1.15
Se 0.63 2.33 0.27
N -2.12 2.93 0.51
C -3.04 3.43 1.45
C -4.34 3.86 1.31
C -5.02 4.47 2.35
C -4.34 4.56 3.58
C -3.00 4.14 3.78
C -2.36 3.65 2.68
H 0.83 2.79 3.30
H -0.43 3.52 4.38
H 0.55 4.61 3.33
H -2.35 2.26 -0.29
H -4.75 3.72 0.24
H -6.06 4.74 2.21
H -4.79 5.00 4.44
H -2.44 4.15 4.74
*
```

* largest force on an atom: 3.4 eV/Å
* energy relative to the best compared isomer or geometry (same formula, charge and spin): 69.66 kJ/mol
* highest occupied orbital energy: -0.466 hartree
* LUMO level: -5.173 eV
* HOMO-LUMO gap: 7.5 eV

Entry from OMol25: C31H50Cl2NOPPb as an isolated structure (ωB97M-V/def2-TZVPD).

```
! wB97M-V def2-TZVPD RIJCOSX def2/J DEFGRID3
* xyz 0 1
P -0.25 0.85 -2.86
C -1.88 0.25 -3.41
C -2.41 1.01 -4.63
C -3.85 0.59 -4.92
C -4.02 -0.93 -5.02
C -3.41 -1.69 -3.84
C -1.96 -1.28 -3.59
C 1.19 0.16 -3.79
C 1.22 0.55 -5.26
C 2.57 0.14 -5.86
C 2.93 -1.32 -5.59
C 2.77 -1.74 -4.13
C 1.40 -1.35 -3.56
C -0.17 2.70 -2.85
C -1.24 3.26 -1.88
C -1.20 4.79 -1.79
C 0.19 5.33 -1.41
C 1.29 4.74 -2.29
C 1.22 3.21 -2.41
H -2.50 0.51 -2.53
H -1.77 0.81 -5.50
H -2.36 2.10 -4.45
H -4.18 1.07 -5.85
H -4.49 0.96 -4.11
H -5.08 -1.18 -5.11
H -3.53 -1.27 -5.95
H -3.99 -1.46 -2.93
H -3.46 -2.77 -4.01
H -1.57 -1.79 -2.69
H -1.34 -1.59 -4.44
H 2.04 0.64 -3.25
H 3.35 0.78 -5.41
H 1.06 1.63 -5.36
H 0.39 0.04 -5.79
H 2.56 0.34 -6.93
H 3.96 -1.51 -5.91
H 2.28 -1.96 -6.21
H 2.91 -2.82 -4.02
H 3.54 -1.24 -3.51
H 1.35 -1.58 -2.49
H 0.61 -1.93 -4.06
H -0.38 2.98 -3.91
H -2.24 2.93 -2.17
H -1.05 2.83 -0.89
H -1.50 5.22 -2.75
H -1.94 5.11 -1.04
H 0.39 5.08 -0.37
H 0.20 6.42 -1.48
H 2.28 5.01 -1.88
H 1.23 5.18 -3.30
H 2.01 2.85 -3.08
H 1.45 2.77 -1.43
Pb 1.02 0.20 0.88
Cl 3.07 0.46 -1.00
Cl -1.80 0.56 0.78
C 0.09 -1.58 -0.24
H -0.99 -1.50 -0.38
C 0.62 -2.88 -0.24
C 2.05 -3.06 -0.22
C 2.61 -4.32 -0.17
C 1.80 -5.46 -0.18
C 0.40 -5.34 -0.24
C -0.18 -4.08 -0.28
H 2.66 -2.16 -0.27
H 3.70 -4.41 -0.14
H -0.21 -6.24 -0.26
H -1.27 -3.99 -0.36
H 2.27 -6.44 -0.15
O 1.35 -1.17 2.90
C 0.65 -0.87 3.90
C 1.26 -0.65 5.26
C 0.98 0.78 5.77
C -0.30 0.82 6.60
C -1.56 0.70 5.75
C -1.60 -0.61 4.96
N -0.68 -0.66 3.81
H 0.82 -1.37 5.95
H 2.35 -0.85 5.18
H 1.82 1.10 6.39
H 0.91 1.49 4.94
H -0.28 -0.01 7.33
H -0.34 1.75 7.18
H -2.44 0.73 6.39
H -1.63 1.55 5.06
H -1.38 -1.45 5.63
H -2.60 -0.75 4.54
H -1.11 -0.61 2.87
*
```

* largest force on an atom: 3.3 eV/Å
* highest occupied orbital energy (spin up / spin down): -0.251 / -0.251 hartree
* LUMO level (spin up / spin down): -1.976 / -1.976 eV
* HOMO-LUMO gap (spin up / spin down): 4.9 / 4.9 eV

The lowest largest force on an atom belongs to which entry?
C23H37N7O3PS2Ti

What is the largest force on an atom in the first record?
0.4 eV/Å